No. 1
Molecular formula: C2H3PS3
Method: DFT, ωB97M-V/def2-TZVPD

Output
energy above the lowest of the compared OMol25 structures with the same formula, charge and spin: 85.67 kcal/mol
electronic energy: -1613.728553 Eh
gap between HOMO and LUMO (alpha / beta): 6.68 / 6.67 eV

The geometry in XYZ format:
```
9
C2H3PS3, DFT ωB97M-V/def2-TZVPD
C 0.0491 0.1899 -0.6703
C -0.2745 -1.1432 -0.2672
P 2.5457 1.0339 0.5316
S -0.8073 1.4775 -0.5405
S -2.1577 -1.3106 -0.0049
S -2.5604 0.5123 0.6413
H 0.0940 -2.0425 -0.7524
H 0.2453 -1.2465 0.6663
H 2.8658 2.5292 0.3960
```

***

No. 2
Molecular formula: C2H3PS3
Method: DFT, ωB97M-V/def2-TZVPD

Output
energy above the lowest of the compared OMol25 structures with the same formula, charge and spin: 73.94 kcal/mol
electronic energy: -1613.747248 Eh
gap between HOMO and LUMO (alpha / beta): 6.60 / 6.67 eV

The geometry in XYZ format:
```
9
C2H3PS3, DFT ωB97M-V/def2-TZVPD
C -0.9061 0.5989 -0.4733
C -1.1296 -0.7861 -0.1195
P 1.8870 1.0073 0.0643
S -2.0441 1.7167 -0.3808
S -2.9483 -1.2474 -0.2227
S -3.7360 0.4993 0.4347
H -0.6256 -1.4932 -0.7779
H -0.7695 -0.9391 0.9025
H 1.7023 2.3659 -0.2049
```

***

No. 3
Molecular formula: C2H44O22
Method: DFT, ωB97M-V/def2-TZVPD

Output
total charge: -2
energy above the lowest of the compared OMol25 structures with the same formula, charge and spin: 29.63 kcal/mol
electronic energy: -1757.932277 Eh
gap between HOMO and LUMO: 7.54 eV

The geometry in XYZ format:
```
68
C2H44O22, DFT ωB97M-V/def2-TZVPD
O -0.5097 0.2794 1.7897
C -0.8927 0.2424 0.4507
C 0.3303 -0.0316 -0.4183
O 0.0993 -0.7816 -1.6083
H -1.4547 1.1794 0.1927
H -1.5087 -0.5936 0.1427
H 1.1233 -0.5346 0.1247
H 0.6713 0.9214 -0.7133
O -4.0997 0.1634 -0.7243
H -3.9367 1.1324 -0.6853
H -4.1307 -0.0986 -1.6313
O 2.1543 2.7564 0.3947
H 1.3793 2.9844 -0.1413
H 1.6593 2.4564 1.1627
O 1.2663 -2.3716 -3.1803
H 0.8183 -1.7336 -2.6373
H 1.8713 -1.9466 -3.7663
O 2.5943 -0.6256 2.4457
H 2.8523 -1.3306 3.0587
H 1.9243 -1.0516 1.9237
O 0.1723 -2.3236 2.4687
H 0.8303 -2.6276 1.8477
H -0.0607 -1.5046 1.9927
O 2.1913 -3.2396 1.1897
H 1.6143 -4.0106 1.3377
H 2.1533 -3.2586 0.2427
O 1.2753 1.8674 2.6217
H 1.9413 1.1864 2.7867
H 0.6123 1.2404 2.3367
O -1.2967 1.7594 -2.1223
H -0.7887 1.0704 -1.7423
H -0.7927 2.1124 -2.8763
O -3.1797 -2.6496 0.2807
H -2.8177 -1.9836 -0.3383
H -3.9547 -2.2676 0.6277
O -0.3057 3.6254 -0.3063
H -0.5877 2.9374 -0.9163
H -0.8067 3.4774 0.4857
O 1.3323 2.4604 -3.1763
H 1.7073 1.7454 -2.6903
H 1.8673 2.4874 -3.9463
O -2.6347 -1.5876 -2.5373
H -1.7077 -1.3386 -2.2653
H -2.6787 -1.3056 -3.4543
O -3.3877 2.9954 -1.1313
H -3.7037 3.3574 -1.9243
H -2.5797 2.5104 -1.4143
O 3.7683 -0.3566 -0.0093
H 3.4133 -0.2026 0.8707
H 4.6743 0.1064 -0.0553
O -0.1807 -3.1126 -0.3203
H -0.1947 -2.1486 -0.5313
H -0.7427 -3.2356 0.4317
O 3.1943 -2.7306 -1.2713
H 2.3303 -2.6956 -1.6973
H 3.2253 -1.9516 -0.6843
O -3.2007 -0.0336 2.4147
H -2.3037 0.0374 2.0917
H -3.7437 0.5624 1.9387
O 2.5263 -0.0506 -2.5503
H 1.6773 -0.3126 -2.2003
H 3.2203 -0.2386 -1.9173
O -0.6147 0.0324 4.6097
H 0.2393 0.4574 4.8297
H -0.5557 -0.0626 3.6477
O -1.3777 2.9704 2.1687
H -0.6737 3.2024 2.7307
H -1.3077 2.0084 1.9437
```

***

No. 4
Molecular formula: C2H44O22
Method: DFT, ωB97M-V/def2-TZVPD

Output
total charge: -2
energy above the lowest of the compared OMol25 structures with the same formula, charge and spin: 18.28 kcal/mol
electronic energy: -1757.950369 Eh
gap between HOMO and LUMO: 8.64 eV

The geometry in XYZ format:
```
68
C2H44O22, DFT ωB97M-V/def2-TZVPD
O -4.4110 14.9740 19.2450
C -4.9840 14.2870 20.2820
C -4.0900 13.0950 20.4640
O -4.5480 12.3720 21.6250
H -5.9560 13.9830 19.9150
H -5.1080 14.9420 21.1650
H -3.1670 13.5830 20.7260
H -3.9610 12.4140 19.6250
O -5.8360 10.8380 17.3450
H -5.3010 10.3060 16.7610
H -5.6240 10.7180 18.2520
O -1.0370 13.5020 22.4950
H -0.6830 13.6410 21.6240
H -1.7490 12.8920 22.3500
O -4.9710 13.5470 17.2020
H -4.8340 13.9090 18.0610
H -5.2860 12.6480 17.3060
O -7.0090 13.2600 22.4510
H -6.1770 13.2820 21.9460
H -6.7620 13.6070 23.3440
O -5.0760 10.7850 23.6140
H -5.0090 11.3760 22.8750
H -4.2890 10.8610 24.0750
O -2.4850 11.8070 16.9190
H -2.4860 12.5850 17.4460
H -3.0300 11.8960 16.1290
O -2.0160 14.1930 18.2510
H -2.8570 14.3110 18.7190
H -1.4200 14.5310 18.9060
O -5.4050 10.2930 20.1390
H -5.5490 9.6750 20.8560
H -4.9020 10.9790 20.5920
O -0.5620 15.5090 20.1680
H -0.5850 16.0900 19.3860
H -1.4420 15.6680 20.5490
O -7.7900 10.6670 22.3490
H -7.2370 11.4390 22.5130
H -8.6740 10.9160 22.5880
O -3.2550 17.0380 18.1500
H -3.7190 16.2230 18.4480
H -3.7680 17.2900 17.4150
O -5.5550 16.1560 23.6120
H -4.9150 15.4950 23.2360
H -5.9220 16.6300 22.8940
O -5.5330 17.5470 21.0960
H -5.7620 17.0360 20.3260
H -4.6520 17.3130 21.4570
O -6.3530 15.6070 16.4600
H -6.7680 15.7910 17.2920
H -5.7790 14.8300 16.6360
O -6.6470 16.3510 19.0120
H -7.3080 16.0480 19.6270
H -5.9750 15.6390 19.1380
O -2.2290 11.2220 21.5030
H -3.1180 11.5770 21.4780
H -2.1290 11.0570 20.5490
O -8.1420 15.3680 20.9460
H -7.6700 14.6420 21.3340
H -8.6470 15.0270 20.1760
O -7.3160 12.1200 19.7700
H -6.7950 12.8950 19.6920
H -6.7190 11.4440 20.0740
O -3.7970 14.2790 23.1920
H -3.8070 13.8900 24.0760
H -3.9690 13.5350 22.6060
O -2.8890 16.0650 21.2290
H -3.0380 15.3930 21.9190
H -3.4810 15.6640 20.5540
```

***

No. 5
Molecular formula: C2H45O21
Method: DFT, ωB97M-V/def2-TZVPD

Output
total charge: -1
energy above the lowest of the compared OMol25 structures with the same formula, charge and spin: 20.28 kcal/mol
electronic energy: -1683.287817 Eh
gap between HOMO and LUMO: 8.13 eV

The geometry in XYZ format:
```
68
C2H45O21, DFT ωB97M-V/def2-TZVPD
C 1.1500 -14.2330 15.0810
C 0.0390 -14.5590 14.1450
O -0.2150 -13.3830 13.4090
H 1.1060 -15.0510 15.7730
H 0.9750 -13.3050 15.6960
H 2.1390 -14.3030 14.5720
H -0.9000 -14.7770 14.6460
H 0.1970 -15.4850 13.5300
O -2.3740 -14.5170 12.3130
H -2.8900 -13.7710 12.5000
H -1.5440 -14.2970 12.8350
O -2.8720 -16.5040 15.7920
H -3.4420 -16.4150 15.0520
H -2.9080 -15.6850 16.2500
O -0.4030 -12.0820 17.9450
H 0.4420 -12.4990 17.9510
H -1.0940 -12.5730 18.4140
O -0.9950 -11.5100 11.7920
H -0.6410 -10.6880 12.1190
H -0.7870 -12.1580 12.4480
O 1.8340 -13.7530 18.3410
H 2.5380 -13.9470 17.7620
H 2.1910 -13.2760 19.0830
O -0.4230 -17.5240 15.8310
H -1.2200 -17.0630 15.7730
H 0.0420 -17.2710 15.0030
O 1.1650 -14.4240 11.2810
H 0.3820 -14.8180 10.8890
H 0.7670 -14.1320 12.1620
O 2.6250 -17.2490 15.6270
H 2.3210 -16.8850 16.4800
H 3.4080 -17.7670 15.8700
O 2.1910 -17.0930 11.5700
H 1.7070 -16.2540 11.5520
H 2.9700 -16.8930 11.0740
O -0.5730 -15.3750 17.8460
H 0.1020 -14.8430 18.2060
H -0.0490 -16.0930 17.5060
O -1.0960 -11.5500 15.1470
H -0.6860 -12.2040 14.5940
H -1.2930 -12.0500 15.8930
O 3.9960 -13.1770 12.0020
H 4.5810 -12.5190 12.3340
H 3.0890 -12.9110 12.0940
O 4.0470 -12.4490 15.2550
H 3.9220 -13.1970 15.8050
H 3.4140 -12.5400 14.5600
O 1.1430 -18.4380 13.5930
H 1.7340 -18.1560 14.2740
H 1.3350 -17.7600 12.9450
O -0.7290 -16.0150 10.4940
H -1.1910 -16.3640 11.2680
H -1.3630 -15.9900 9.8000
O -2.5730 -13.8880 16.2540
H -1.6280 -14.0550 16.1450
H -2.8860 -13.4580 15.5060
O 3.8680 -14.5720 16.6840
H 4.8210 -14.5830 16.9150
H 3.8910 -15.1740 15.9740
O 1.8890 -11.6500 13.0340
H 1.6010 -10.7550 13.2200
H 1.2310 -12.2830 13.2890
O 3.9830 -15.4980 13.4090
H 3.1110 -15.8430 13.4370
H 3.9020 -14.7410 12.8370
O 1.4740 -10.3760 16.5110
H 0.8840 -11.1070 16.7140
H 1.8860 -10.3140 17.3250
```

***

No. 6
Molecular formula: C2H4BO4
Method: DFT, ωB97M-V/def2-TZVPD

Output
total charge: -1
electronic energy: -404.517513 Eh
gap between HOMO and LUMO: 7.14 eV

The geometry in XYZ format:
```
11
C2H4BO4, DFT ωB97M-V/def2-TZVPD
B -0.1500 0.9083 0.1560
C 0.3080 -1.8174 -1.0894
C -0.1445 1.1898 1.5112
O -0.5487 -1.5195 -1.9010
O 0.9831 -2.7662 -0.8160
O 0.5492 -0.4902 -0.0990
O -0.8244 1.3648 -1.0351
H -0.5792 2.0850 1.8074
H 0.6005 0.8955 2.2500
H 0.8326 -0.5856 0.8634
H -1.0267 0.7355 -1.6475
```

***

Number 1: molecular weight 154.22 g mol⁻¹. Number 2: molecular weight 154.22 g mol⁻¹. Number 3: molecular weight 420.35 g mol⁻¹. Number 4: molecular weight 420.35 g mol⁻¹. Number 5: molecular weight 405.36 g mol⁻¹. Number 6: molecular weight 102.86 g mol⁻¹.